128
Properties=species:S:1:pos:R:3:forces:R:3 method="wB97M-V/def2-TZVPD" charge=+2 max_force_ev_per_a=4.35 orbital_gap_ev="7.051 / 3.701" multiplicity=4
Pd 17.28647 -20.42106 -11.57233 0.346 -1.640 -0.010
C 13.93071 -19.62071 -9.49565 0.098 0.084 -0.557
C 15.28006 -19.63384 -8.72519 -1.348 -0.167 -2.204
O 16.39522 -19.91911 -9.53775 -0.252 0.668 0.389
H 13.75075 -18.85146 -10.24662 1.107 0.450 -0.195
H 13.01582 -19.41278 -8.94081 0.304 -0.661 0.857
H 13.82844 -20.54973 -10.05651 -0.169 -0.195 0.301
H 15.31705 -20.47845 -8.03718 -0.081 -0.047 0.737
H 15.42211 -18.69095 -8.19710 0.537 -0.015 0.369
C 10.67629 -17.57630 -10.12087 -0.451 -0.845 -0.160
C 10.27249 -16.35439 -10.95644 1.986 -0.458 -0.041
C 9.27505 -15.44231 -10.34215 -1.364 -0.435 1.006
O 8.05317 -16.19022 -10.18590 -0.793 0.553 1.491
C 7.16095 -15.49399 -9.24428 0.833 0.939 -0.660
N 11.54856 -15.59204 -11.26167 -1.236 -0.262 -0.833
H 9.88073 -18.26461 -9.83554 -0.586 0.571 0.415
H 11.31804 -17.37153 -9.26395 -0.026 0.181 0.022
H 11.17222 -18.24675 -10.82276 0.804 0.127 -0.075
H 9.78876 -16.83853 -11.80480 0.406 0.665 -0.771
H 8.99709 -14.53515 -10.87871 0.667 0.093 -0.295
H 9.69613 -15.20017 -9.36637 -0.231 0.483 0.420
H 6.91469 -14.50295 -9.62545 0.003 0.145 -0.526
H 7.66817 -15.23636 -8.31452 0.247 -0.586 0.230
H 6.18594 -15.92509 -9.01708 0.485 -0.911 -0.447
H 11.89269 -14.98712 -10.52972 -0.479 -0.053 0.300
H 12.32107 -16.18125 -11.53766 -0.236 -0.234 -0.058
C 17.13718 -15.54558 -9.37691 -0.850 1.361 -0.851
C 18.07053 -16.51808 -10.11093 -0.131 0.794 -1.162
C 19.22556 -15.85766 -10.98776 -2.172 0.123 2.214
O 19.88234 -16.77712 -11.78948 1.057 -0.624 0.036
C 21.21970 -16.29411 -11.99959 -0.037 -0.281 -1.118
N 18.46519 -17.56887 -9.18337 0.156 -0.245 -0.412
H 17.58061 -14.79568 -8.72184 0.489 -0.280 -0.034
H 16.30120 -15.96132 -8.81442 0.495 -1.012 0.405
H 16.50120 -14.97369 -10.05261 0.493 0.364 -0.673
H 17.45599 -17.01490 -10.86167 -0.222 -0.110 -0.353
H 19.89581 -15.36434 -10.28384 0.239 0.139 -0.069
H 18.71838 -15.11823 -11.60753 0.110 0.326 -0.030
H 21.64201 -16.76102 -12.88939 -0.258 -0.230 -0.086
H 21.90986 -16.53461 -11.19092 -0.292 0.294 0.396
H 21.16249 -15.23216 -12.23850 0.308 0.093 0.326
H 17.58824 -18.06880 -9.14972 -0.007 -0.564 0.672
H 18.50412 -17.10958 -8.28469 0.494 -0.093 0.634
C 12.37317 -25.13604 -8.56817 1.379 1.322 -0.665
C 13.02454 -23.78223 -8.08382 -0.148 -2.166 -0.662
C 12.34453 -22.48388 -8.28181 -0.296 1.399 0.163
O 11.03183 -22.42242 -7.80761 -0.809 -1.866 -0.712
C 10.56414 -21.11899 -7.72840 -0.228 0.561 -0.619
N 13.21427 -23.94809 -6.72732 0.296 0.878 4.250
H 12.89199 -25.89740 -7.98572 -0.249 -0.128 -0.089
H 12.70691 -25.29883 -9.59297 -0.862 -0.259 -0.363
H 11.30427 -25.17163 -8.35772 0.115 0.022 -0.374
H 14.05315 -23.64589 -8.41770 0.095 -0.132 -1.296
H 12.49122 -22.14847 -9.30849 -0.616 0.087 -0.411
H 12.78152 -21.72676 -7.63073 1.385 0.103 -0.140
H 10.75651 -20.58498 -8.65895 0.353 0.241 -0.260
H 11.08218 -20.61304 -6.91369 -0.326 0.364 0.248
H 9.47521 -21.09868 -7.68456 0.130 -0.233 0.697
H 13.47891 -24.86648 -6.40081 -0.189 0.064 -0.168
H 12.39505 -23.62293 -6.23412 -0.075 -0.316 0.415
C 15.86801 -21.49949 -4.53551 0.323 1.193 -0.671
C 15.58744 -22.77285 -3.73276 -0.072 0.202 -3.269
C 16.47201 -22.89060 -2.56258 1.245 0.591 1.847
O 17.83287 -23.20099 -2.92575 -1.517 0.025 -0.645
C 18.33809 -24.28994 -2.20812 0.584 0.369 1.354
N 14.21153 -22.83914 -3.42684 -2.063 -0.286 2.104
H 16.73407 -21.54751 -5.19561 0.417 -0.260 0.366
H 15.94722 -20.58019 -3.95524 0.572 -0.288 0.833
H 15.10836 -21.09532 -5.20460 -0.874 -1.073 -0.255
H 15.69205 -23.63724 -4.38850 1.361 -0.097 -0.388
H 16.11029 -23.49871 -1.73345 -0.197 -1.096 -0.543
H 16.45293 -21.96071 -1.99421 0.316 0.709 -0.363
H 19.38463 -24.40852 -2.48884 -0.174 -0.247 -0.096
H 17.78484 -25.22910 -2.20784 -0.216 -0.094 -0.895
H 18.30673 -24.01735 -1.15322 0.373 0.015 0.382
H 13.57532 -22.86698 -4.21078 0.479 0.481 -0.535
H 14.10861 -23.77381 -3.05819 -0.536 -0.105 0.666
C 15.52891 -23.76629 -13.93036 1.180 -0.163 -0.442
C 16.63150 -22.84450 -13.32735 -1.486 -0.610 -0.835
C 17.44101 -22.03150 -14.33254 -0.128 0.291 0.505
O 18.32365 -21.24943 -13.51280 0.306 -0.209 0.026
C 19.50088 -20.82012 -14.19683 -0.160 2.056 -0.462
N 15.85506 -21.93450 -12.38362 1.061 0.832 -0.399
H 14.95316 -23.25905 -14.70450 -0.195 0.250 0.253
H 14.88194 -24.15235 -13.14265 -0.045 0.099 -0.062
H 15.94729 -24.63429 -14.43990 0.190 -0.034 0.104
H 17.43871 -23.40468 -12.85543 -0.586 -0.103 0.918
H 16.84826 -21.37363 -14.96812 -0.160 0.105 -0.055
H 18.09019 -22.63289 -14.96894 -0.418 -0.457 -0.003
H 19.84740 -19.94570 -13.64601 0.445 -0.353 0.210
H 19.23275 -20.34831 -15.14213 -0.285 -0.264 -0.290
H 20.30702 -21.51848 -14.42162 -0.381 -0.576 0.627
H 15.21747 -21.38766 -12.94448 -0.172 0.170 -0.575
H 15.19991 -22.45784 -11.82059 0.283 -0.409 0.430
C 19.50801 -14.25615 -4.91353 -0.654 0.814 -0.706
C 18.30447 -13.96185 -5.84915 0.817 -2.726 -0.061
C 17.31013 -15.20701 -5.91126 0.221 1.404 -0.396
O 17.91227 -16.38951 -6.44916 -0.033 1.163 0.678
C 17.21996 -17.53991 -6.01225 1.495 0.063 -0.471
N 17.63221 -12.81865 -5.39635 -2.422 1.189 0.777
H 19.15531 -14.53861 -3.92161 -0.083 -0.347 -0.132
H 19.96213 -13.27809 -4.75456 0.531 -0.150 -0.096
H 20.21050 -14.96943 -5.34462 -0.027 0.046 0.204
H 18.58398 -13.83190 -6.89465 0.770 -0.248 -0.263
H 16.50661 -14.90004 -6.58076 -0.301 0.043 -0.383
H 16.78262 -15.40988 -4.97924 0.531 -0.031 0.467
H 17.84438 -18.31823 -6.45090 -0.536 -0.621 -0.008
H 16.20394 -17.52514 -6.40667 -0.278 -0.265 0.321
H 17.31722 -17.64195 -4.93140 -0.573 -0.008 0.080
H 17.95887 -11.89149 -5.62823 1.026 -0.270 -0.019
H 16.70801 -12.78865 -5.80261 -0.469 -0.133 0.166
C 21.24062 -20.02516 -10.03863 1.622 0.382 0.866
C 20.02092 -20.66533 -10.65408 1.921 -1.150 0.609
C 19.37984 -21.61299 -9.71760 -0.702 -2.387 1.149
O 18.16775 -22.18972 -10.30554 0.570 1.491 -0.720
C 17.36037 -23.06295 -9.53581 -1.030 -0.362 -0.653
N 19.19118 -19.61914 -11.08763 -1.339 0.898 -1.337
H 20.97726 -19.28687 -9.28122 -0.216 -0.406 0.451
H 21.89691 -19.42279 -10.66676 -0.577 0.014 -1.026
H 21.99929 -20.72043 -9.67929 -0.443 -0.349 0.512
H 20.36128 -21.21851 -11.52943 -0.237 -0.265 -0.130
H 19.14867 -21.29152 -8.70206 -0.091 0.753 -0.104
H 20.01617 -22.48613 -9.57328 0.414 0.106 -0.010
H 16.78478 -22.59186 -8.73903 0.424 0.282 0.247
H 17.85203 -23.97125 -9.18746 0.493 0.308 0.085
H 16.63087 -23.38758 -10.27780 -0.147 -0.271 0.188
H 19.00269 -18.93837 -10.36575 0.322 0.785 0.974
H 19.84492 -19.17428 -11.71597 -0.860 1.140 -0.713